DFT (the ωB97M-V functional and the def2-TZVPD basis) results for the molecule C5H6N2O5.

Results
Kohn-Sham gap = 9.98 eV
Spin multiplicity = 1
Structure (SMILES) = CC(=O)[C@H]1CC1([N+](=O)[O-])[N+](=O)[O-]

Atoms and positions in Å:
C -2.684 0.395 -0.192
C -1.356 0.747 0.476
O -1.127 1.745 1.034
C -0.322 -0.339 0.243
C 0.410 -0.456 -1.092
C 1.142 -0.117 0.169
N 2.072 -1.280 0.594
O 3.240 -1.150 0.222
O 1.606 -2.252 1.156
N 1.719 1.224 0.279
O 1.413 1.966 -0.616
O 2.453 1.469 1.260
H -2.858 -0.656 0.054
H -2.441 0.089 -1.248
H -3.462 1.052 0.122
H -0.630 -1.368 0.648
H 0.454 -1.430 -1.400
H 0.374 0.359 -1.710

Löwdin population analysis, charges in e, atoms 1 to 8: atom 1 (C): 0.012, atom 2 (C): -0.437, atom 3 (O): 0.157, atom 4 (C): -0.096, atom 5 (C): 0.052, atom 6 (C): -0.211, atom 7 (N): -0.292, atom 8 (O): 0.102

=====

DFT (the ωB97M-V functional and the def2-TZVPD basis) results for the molecule C5H6N2OS.

Results
Kohn-Sham gap = 9.29 eV
Spin multiplicity = 1
Structure (SMILES) = CC(=O)N1[C@@H]2SC=CN21

Atoms and positions in Å:
C -2.133 0.027 -0.569
C -0.960 -0.367 -1.393
O -0.850 -0.842 -2.505
N 0.177 -0.125 -0.639
C 1.469 0.438 -0.670
S 2.609 -0.689 0.197
C 1.783 -0.456 1.679
C 0.797 0.397 1.577
N 0.510 0.910 0.322
H -2.311 -0.839 -0.007
H -3.025 0.029 -1.175
H -2.043 0.985 -0.060
H 1.862 0.877 -1.563
H 2.072 -1.008 2.540
H 0.042 0.663 2.265

Löwdin population analysis, charges in e, atoms 1 to 8: atom 1 (C): 0.008, atom 2 (C): -0.481, atom 3 (O): 0.082, atom 4 (N): -0.024, atom 5 (C): -0.422, atom 6 (S): 0.951, atom 7 (C): -0.411, atom 8 (C): -0.215

=====

DFT (the ωB97M-V functional and the def2-TZVPD basis) results for a 2-piece molecular cluster, C5H6N2S overall.

Results
Kohn-Sham gap (spin up / spin down) = 8.57 / 8.70 eV
Spin multiplicity = 1

Atoms and positions in Å:
C 0.785 1.826 0.077
C 2.098 1.410 0.097
C -0.029 0.741 -0.073
C 0.491 -0.566 -0.150
C 0.043 -2.023 -0.228
N -2.653 0.038 0.291
N -2.180 1.128 0.131
S 2.168 -0.354 -0.057
H 0.269 2.781 0.330
H 3.035 1.949 0.017
H -0.186 -2.424 -1.264
H 0.835 -2.516 0.359
H -0.962 -2.117 0.124
H -3.714 0.128 0.345

Löwdin population analysis, charges in e, atoms 1 to 8: atom 1 (C): -0.226, atom 2 (C): -0.370, atom 3 (C): -0.145, atom 4 (C): -0.590, atom 5 (C): -0.121, atom 6 (N): -0.047, atom 7 (N): 0.040, atom 8 (S): 1.006

=====

DFT (the ωB97M-V functional and the def2-TZVPD basis) results for the molecule C5H6N2S.

Results
Kohn-Sham gap = 8.39 eV
Spin multiplicity = 1
Structure (SMILES) = S/C=C\c1cnc[nH]1

Atoms and positions in Å:
S -2.540 -0.888 -0.015
C -1.954 0.748 -0.049
C -0.658 1.123 -0.013
C 0.545 0.317 0.020
C 1.846 0.739 -0.017
N 2.754 -0.282 0.011
C 1.980 -1.361 -0.032
N 0.645 -1.063 -0.015
H -3.878 -0.689 0.228
H -2.710 1.540 -0.027
H -0.442 2.188 0.007
H 2.243 1.750 -0.011
H 2.278 -2.417 0.027
H -0.109 -1.705 -0.114

Löwdin population analysis, charges in e, atoms 1 to 8: atom 1 (S): 0.746, atom 2 (C): -0.534, atom 3 (C): -0.143, atom 4 (C): -0.277, atom 5 (C): -0.131, atom 6 (N): 0.058, atom 7 (C): -0.190, atom 8 (N): 0.089

=====

DFT (the ωB97M-V functional and the def2-TZVPD basis) results for the molecule C5H6N2S.

Results
Kohn-Sham gap = 8.02 eV
Spin multiplicity = 1
Structure (SMILES) = S=CC1=NN2C[C@H]2C1

Atoms and positions in Å:
S 3.454 0.086 0.074
C 2.187 -0.915 -0.084
C 0.798 -0.488 -0.238
N -0.116 -1.389 -0.286
N -1.389 -0.775 -0.479
C -1.798 -0.096 0.754
C -1.186 0.680 -0.328
C 0.317 0.936 -0.300
H 2.289 -2.019 -0.073
H -1.215 -0.282 1.629
H -2.888 -0.017 0.898
H -1.822 1.281 -0.967
H 0.691 1.520 0.570
H 0.678 1.478 -1.169

Löwdin population analysis, charges in e, atoms 1 to 8: atom 1 (S): 0.707, atom 2 (C): -0.604, atom 3 (C): -0.401, atom 4 (N): 0.123, atom 5 (N): -0.047, atom 6 (C): -0.093, atom 7 (C): -0.247, atom 8 (C): -0.098

=====

DFT (the ωB97M-V functional and the def2-TZVPD basis) results for the molecule C5H6N2S2.

Results
Kohn-Sham gap (spin up / spin down) = 7.23 / 7.40 eV
<S²> = 2.0256
Spin multiplicity = 3

Atoms and positions in Å:
C 2.281 -0.828 -1.159
C 1.370 -2.534 -2.763
C -0.218 -0.154 -0.054
C -2.237 0.317 0.886
C -0.570 1.782 1.525
N 1.623 -1.767 -1.852
N -0.985 0.743 0.629
S 1.471 0.145 0.068
S 0.588 -3.466 -3.727
H 3.315 -0.747 -0.809
H -2.910 0.971 1.495
H -2.527 -0.670 0.628
H -1.502 2.379 1.811
H 0.181 1.335 2.305
H 0.120 2.494 1.017

Löwdin population analysis, charges in e, atoms 1 to 8: atom 1 (C): -0.441, atom 2 (C): -0.758, atom 3 (C): -0.350, atom 4 (C): -0.008, atom 5 (C): -0.120, atom 6 (N): -0.023, atom 7 (N): -0.378, atom 8 (S): 0.880

=====

DFT (the ωB97M-V functional and the def2-TZVPD basis) results for an isolated ion of composition C5H6N3O and charge -1.

Results
Kohn-Sham gap = 7.16 eV
Total charge = -1
Spin multiplicity = 1

Atoms and positions in Å:
C 1.717 -0.561 0.496
C 2.260 0.617 0.192
C 0.388 -0.409 0.087
C 0.147 0.861 -0.283
C -1.801 -0.704 -0.648
N 1.355 1.523 -0.271
N -0.770 -1.263 0.238
N -2.242 0.643 -0.384
O -2.662 0.792 0.833
H 2.228 -1.490 0.902
H 3.327 0.922 0.258
H -1.600 -0.851 -1.729
H -2.650 -1.283 -0.352
H 1.518 2.395 -0.559
H -1.215 -1.192 1.219

Löwdin population analysis, charges in e, atoms 1 to 8: atom 1 (C): -0.110, atom 2 (C): -0.251, atom 3 (C): -0.401, atom 4 (C): -0.081, atom 5 (C): -0.352, atom 6 (N): 0.002, atom 7 (N): -0.031, atom 8 (N): -0.119

=====

DFT (the ωB97M-V functional and the def2-TZVPD basis) results for an isolated ion of composition C5H6N3O2 and charge +1.

Results
Kohn-Sham gap = 9.03 eV
Total charge = +1
Spin multiplicity = 1
Structure (SMILES) = C=C[n+]1c[nH]cc1[N+](=O)[O-]

Atoms and positions in Å:
C -2.008 0.478 -0.862
C -0.726 0.642 -1.097
N 0.309 0.124 -0.354
C 0.337 -0.548 0.817
N 1.598 -0.815 1.089
C 2.488 -0.383 0.195
C 1.749 0.210 -0.828
N 2.230 0.820 -2.042
O 3.353 0.571 -2.351
O 1.450 1.563 -2.627
H -2.953 1.025 -1.301
H -2.223 -0.268 -0.056
H -0.241 1.239 -1.846
H -0.422 -0.850 1.449
H 1.870 -1.037 2.054
H 3.585 -0.387 0.199

Löwdin population analysis, charges in e, atoms 1 to 8: atom 1 (C): 0.095, atom 2 (C): -0.150, atom 3 (N): 0.069, atom 4 (C): 0.026, atom 5 (N): 0.104, atom 6 (C): 0.061, atom 7 (C): 0.014, atom 8 (N): -0.339

=====

DFT (the ωB97M-V functional and the def2-TZVPD basis) results for a 2-piece molecular cluster, C5H6N3S overall.

Results
Kohn-Sham gap (spin up / spin down) = 7.02 / 6.70 eV
Total charge = +1
Spin multiplicity = 1

Atoms and positions in Å:
C -0.928 4.567 0.245
C -1.852 -0.105 0.484
C -0.709 -0.804 0.181
C -0.251 1.326 -0.021
C 1.635 -0.194 -0.621
N -1.999 4.168 0.331
N -1.547 1.218 0.321
N 0.281 0.082 -0.168
S 0.669 4.680 0.227
H -2.768 -0.417 0.823
H -0.398 -1.911 0.232
H 2.207 -0.134 0.295
H 1.666 -1.149 -1.101
H 1.860 0.601 -1.200
H -1.967 2.107 0.567

Löwdin population analysis, charges in e, atoms 1 to 8: atom 1 (C): -0.823, atom 2 (C): -0.008, atom 3 (C): -0.008, atom 4 (C): 0.121, atom 5 (C): 0.048, atom 6 (N): 0.123, atom 7 (N): 0.109, atom 8 (N): -0.105

=====

DFT (the ωB97M-V functional and the def2-TZVPD basis) results for the molecule C5H6N4.

Results
Kohn-Sham gap = 8.80 eV
Spin multiplicity = 1
Structure (SMILES) = [H]/N=C1C=C/C(=N\[H])N/1/C=N/[H]

Atoms and positions in Å:
H -0.889 -2.698 -0.033
N -1.508 -1.954 0.075
C -1.111 -0.732 -0.019
C -1.954 0.523 -0.053
C -1.098 1.548 -0.145
C 0.298 1.282 -0.060
N 1.367 1.924 0.164
H 1.116 2.958 0.229
N 0.236 -0.248 -0.077
C 1.330 -1.153 0.086
N 2.506 -0.779 -0.161
H 3.081 -1.626 -0.251
H -3.053 0.522 0.036
H -1.336 2.588 -0.099
H 1.016 -2.156 0.307

Löwdin population analysis, charges in e, atoms 1 to 8: atom 1 (H): 0.006, atom 2 (N): 0.152, atom 3 (C): -0.354, atom 4 (C): 0.041, atom 5 (C): -0.047, atom 6 (C): -0.333, atom 7 (N): 0.168, atom 8 (H): 0.092

=====

DFT (the ωB97M-V functional and the def2-TZVPD basis) results for the molecule C5H6N4.

Results
Kohn-Sham gap = 8.82 eV
Spin multiplicity = 1
Structure (SMILES) = c1cnnccn[nH]c1

Atoms and positions in Å:
C -0.334 -0.405 1.377
C -0.791 1.010 1.548
N -0.740 1.949 0.666
N 0.154 1.470 -0.334
C -0.455 0.762 -1.198
C 0.354 -0.314 -1.959
N 1.208 -1.090 -1.548
N 1.562 -0.689 -0.202
C 0.655 -1.162 0.674
H -0.859 -0.964 2.067
H -1.469 1.170 2.370
H -1.535 0.878 -1.193
H -0.182 -0.544 -2.953
H 1.917 0.228 -0.086
H 0.514 -2.298 0.771

Löwdin population analysis, charges in e, atoms 1 to 8: atom 1 (C): -0.052, atom 2 (C): -0.168, atom 3 (N): 0.023, atom 4 (N): -0.013, atom 5 (C): -0.129, atom 6 (C): -0.154, atom 7 (N): 0.081, atom 8 (N): -0.063

=====

DFT (the ωB97M-V functional and the def2-TZVPD basis) results for an isolated ion of composition C5H6N4 and charge +2.

Results
Kohn-Sham gap (spin up / spin down) = 7.35 / 7.58 eV
Total charge = +2
Spin multiplicity = 1

Atoms and positions in Å:
C -4.752 0.008 0.025
C -1.246 1.452 -0.019
C -3.586 0.674 -0.238
C -0.835 -0.788 0.171
C 0.973 0.652 0.659
N -5.551 -0.738 0.377
N -2.558 1.177 -0.229
N -0.407 0.452 0.192
N -0.808 -1.805 -0.546
H -0.715 2.458 0.123
H 1.706 0.139 0.083
H 1.120 0.348 1.705
H 1.042 1.695 0.383
H -1.118 -2.716 -0.145
H -0.333 -1.737 -1.424

Löwdin population analysis, charges in e, atoms 1 to 8: atom 1 (C): -0.056, atom 2 (C): 0.001, atom 3 (C): 0.145, atom 4 (C): -0.002, atom 5 (C): 0.102, atom 6 (N): 0.351, atom 7 (N): 0.268, atom 8 (N): -0.076

=====

What are the energy values for these records? In order: -679.5735, -776.9476, -701.6488, -701.8059, -701.7280, -1099.7846, -433.4775, -508.4553, -756.1652, -413.0916, -412.9599, -412.2472 hartree.
What are the energy relative to the best compared isomer or geometry (same formula, charge and spin) values for these records? In order: 8.192, 3.276, 5.175, 0.900, 3.020, 1.849, 1.714, 3.195, 4.023, 0.873, 4.457, 3.462 eV.
What are the molar mass values for these records? In order: 174.11, 142.18, 126.18, 126.18, 126.18, 158.25, 124.12, 140.12, 140.19, 122.13, 122.13, 122.13 g mol⁻¹.